# 1
{"formula": "CH4NP3S", "method": "ωB97M-V with the def2-TZVPD basis set", "smiles": "C[PH]#P=NP=S", "e_homo_ev": -8.36, "spin_multiplicity": 1, "total_charge": 0, "energy_ha": -1517.46328, "largest_force_ev_per_a": 2.964, "e_above_lowest_kcal_mol": 28.39, "gap_ev": 7.097, "lumo_ev": -1.3, "species": ["C", "N", "P", "P", "P", "S", "H", "H", "H", "H"], "positions_angstrom": [[-1.4734, 0.4333, -0.1808], [1.7881, -0.6852, -1.0874], [0.7545, -1.6670, -0.5110], [2.2599, 0.9586, -0.6915], [-0.2928, -0.3194, 0.9020], [3.1551, 0.8402, 1.0403], [-1.9268, -0.3150, -0.7628], [-0.9675, 1.2090, -0.7088], [-2.0803, 0.9154, 0.6551], [-1.2167, -1.3700, 1.3450]], "forces_ev_per_angstrom": [[-0.5, 1.4, 1.8], [1.4, 2.5, -0.2], [-0.7, -0.6, 0.4], [0.3, -1.8, 0.7], [0.5, -2.2, 2.0], [-0.4, 0.3, -1.2], [-1.2, -0.3, -0.9], [0.0, 0.6, -0.8], [-0.1, -0.5, -1.7], [0.6, 0.6, -0.1]]}


# 2
{"formula": "CH4Na8O5", "method": "ωB97M-V with the def2-TZVPD basis set", "e_homo_ev": -29.05, "spin_multiplicity": 1, "total_charge": 6, "energy_ha": -1712.45749, "largest_force_ev_per_a": 1.986, "e_above_lowest_kcal_mol": 51.48, "gap_ev": 7.282, "lumo_ev": -21.8, "species": ["Na", "Na", "Na", "Na", "Na", "Na", "Na", "Na", "C", "O", "O", "O", "O", "H", "H", "O", "H", "H"], "positions_angstrom": [[-0.7766, 3.8993, 0.4497], [-0.9908, -2.5114, -1.4856], [0.5244, -0.3117, -3.7245], [-1.8255, -2.0368, 2.2768], [2.0421, 1.8333, -1.3463], [2.4387, -1.6476, -1.5441], [-1.7374, 2.2642, -2.5697], [-3.3168, 0.6802, 0.0315], [-0.5034, 0.2717, -0.4246], [0.4792, -0.1729, -1.1814], [-0.7646, 1.5097, -0.3038], [-1.2147, -0.6064, 0.1719], [0.5503, -2.0642, 1.9099], [1.2973, -2.6335, 1.6612], [0.2654, -1.6223, 1.0964], [1.2803, 1.0908, 2.0314], [0.4821, 1.4322, 1.6109], [1.7703, 0.6254, 1.3404]], "forces_ev_per_angstrom": [[0.1, 1.0, 1.0], [-0.7, -0.9, 0.4], [0.1, -0.1, -1.4], [0.1, -0.6, 1.3], [0.8, 0.7, 0.6], [1.3, -0.8, 0.6], [-0.6, 0.9, -0.6], [-0.9, -0.1, 0.8], [-0.7, -1.6, 0.9], [0.7, 0.4, -1.5], [-0.1, 1.0, -1.4], [-0.3, 0.3, -0.9], [-0.3, 0.0, -1.0], [-0.1, -0.2, 0.8], [0.4, 0.1, 0.3], [-0.1, 0.2, -0.7], [0.0, -0.1, 0.3], [0.2, -0.1, 0.5]]}


# 3
{"formula": "CH4O", "method": "ωB97M-V with the def2-TZVPD basis set", "smiles": "CO", "e_homo_ev": -10.76, "spin_multiplicity": 1, "total_charge": 0, "energy_ha": -115.67613, "largest_force_ev_per_a": 10.719, "e_above_lowest_kcal_mol": 25.48, "gap_ev": 11.777, "lumo_ev": 1.0, "species": ["C", "H", "H", "H", "H", "O"], "positions_angstrom": [[0.3374, 0.0206, -0.0385], [0.8677, 1.1746, 0.0034], [0.6044, -0.4007, -0.8233], [0.7708, -0.3770, 0.8284], [-1.4764, -0.6530, 0.0386], [-1.1038, 0.2355, -0.0086]], "forces_ev_per_angstrom": [[-2.0, 8.6, 6.0], [-1.6, -3.1, -0.5], [2.5, -3.9, -7.2], [0.1, -1.1, 1.4], [-0.2, 0.2, 0.0], [1.3, -0.7, 0.2]]}


# 4
{"formula": "CH4O2P", "method": "ωB97M-V with the def2-TZVPD basis set", "smiles": "C[P@H](=O)[O-]", "e_homo_ev": -3.68, "spin_multiplicity": 1, "total_charge": -1, "energy_ha": -532.40804, "largest_force_ev_per_a": 8.828, "e_above_lowest_kcal_mol": 13.59, "gap_ev": 8.274, "lumo_ev": 4.6, "species": ["C", "O", "O", "P", "H", "H", "H", "H"], "positions_angstrom": [[-0.6375, 0.0801, 0.6566], [0.2684, 1.2152, -1.5742], [0.6988, -1.4419, -1.3596], [0.5714, -0.1557, -0.6815], [-1.7399, -0.0973, 0.3310], [-0.3997, -0.6971, 1.3014], [-0.4528, 0.9538, 1.3216], [1.6912, 0.1429, 0.0048]], "forces_ev_per_angstrom": [[-1.7, -0.1, -0.4], [1.1, -4.1, 2.4], [-0.2, -2.1, -0.2], [-2.5, 7.6, -3.8], [1.9, 0.7, 0.5], [0.1, -2.1, 1.6], [-0.3, 0.0, -1.2], [1.6, 0.1, 1.0]]}